# C23H44O14S

3 unconnected molecules or ions with the total composition C23H44O14S (ωB97M-V/def2-TZVPD, the Open Molecules 2025 dataset).

Values from the calculation:
E = -64059.927 eV
Gap between HOMO and LUMO = 8.485 eV
Structure (SMILES) = CCOCCOC1=C(CCCS(=O)(=O)O)C(=O)OC1=O.COCCOCCOC.COCCOCCOC
Net charge = 0

XYZ file:
```
82
C23H44O14S (ωB97M-V/def2-TZVPD)
S -2.00605 -4.81057 1.65879
O -0.91503 -4.03073 2.52152
O 7.55978 0.02174 -0.80346
O -5.85852 2.89883 -3.20939
O -2.16863 -6.11536 2.22730
O 2.28824 -1.86069 -0.22510
O 8.62106 1.78854 1.46187
O -0.05312 -0.73022 1.17303
O 5.96701 0.47199 2.13616
O -6.88277 1.65908 -0.62854
O -3.54063 0.00256 1.09627
O -2.16750 0.56083 2.81404
O -4.49004 -1.64244 -0.13158
O -8.42636 4.25228 -2.23734
O -3.15467 -3.97766 1.48960
C 8.88628 0.42306 1.19295
C 2.34476 -2.89327 2.04756
C -1.10686 -4.91823 0.14451
C 2.98072 -2.71904 0.66367
C 5.86916 -0.22726 3.35921
C -0.60000 -3.56146 -0.35811
C 2.14288 -0.51899 0.20069
C -1.37639 -0.79066 0.95661
C -5.56704 2.10742 -0.88396
C -5.53436 3.24946 -1.87491
C 7.45673 0.53409 -2.11266
C -8.48366 5.65427 -2.11520
C -2.09044 -1.54189 0.11082
C -1.69449 -2.59874 -0.87095
C 6.28664 1.84625 2.27440
C -8.14332 3.78647 -3.54409
C 0.69710 -0.11629 0.11488
C -7.20433 2.60115 -3.53629
C 8.87228 0.03705 -0.26882
C 7.31464 2.29362 1.25947
C -7.01812 0.25182 -0.57035
C -2.33664 0.04014 1.76088
C -3.50397 -1.14017 0.28345
H 8.03580 1.45623 -2.22944
H 9.51135 0.72781 -0.82951
H -7.59987 1.79321 -2.91765
H 4.91179 -0.02338 3.85197
H -7.70767 4.58569 -4.15432
H 8.23887 -0.23586 1.77515
H -5.12630 2.46155 0.05725
H -7.15952 2.23244 -4.56436
H -8.39214 5.89465 -1.05672
H 0.31611 -0.45266 -0.85415
H 0.09239 -3.75373 -1.17890
H 6.69239 0.03326 4.03158
H -7.66053 6.13809 -2.65232
H -8.07962 0.02759 -0.67705
H 0.00493 -3.10879 0.42507
H 2.56391 -0.33516 1.19045
H 6.40691 0.76214 -2.29382
H -6.47631 -0.23555 -1.38524
H -1.74923 -5.40979 -0.58276
H -6.13177 4.09333 -1.52362
H 3.13742 -2.86052 2.79810
H 0.58081 0.96988 0.15420
H -1.06058 -4.30340 3.44384
H 6.96539 2.11012 0.24108
H 7.41679 3.37576 1.37436
H 2.98138 -3.69764 0.18160
H 2.68118 0.12748 -0.50196
H 5.37465 2.43662 2.11464
H 6.65963 2.05736 3.28191
H -6.66492 -0.14419 0.38322
H 1.63598 -2.11052 2.30933
H 4.03239 -2.43657 0.77025
H 5.93102 -1.29057 3.12894
H -2.60523 -3.15617 -1.09395
H -9.08423 3.47028 -4.01438
H 9.90823 0.27025 1.54817
H 9.29733 -0.97152 -0.35719
H -4.49622 3.58948 -1.92611
H -1.33957 -2.11127 -1.78001
H -0.25378 -5.55377 0.38245
H 7.79119 -0.19716 -2.85670
H 1.83817 -3.85060 2.15947
H -4.94668 1.28807 -1.26461
H -9.43612 6.05060 -2.48515
```

Here are the Mulliken charges for atoms 1 to 8, given in e:
1 S 1.144
2 O -0.407
3 O -0.235
4 O -0.457
5 O -0.656
6 O -0.399
7 O -0.458
8 O -0.408

***

# C23H45AlCl3N2O6PSi

A molecular structure, C23H45AlCl3N2O6PSi (ωB97M-V/def2-TZVPD, the Open Molecules 2025 dataset).

Values from the calculation:
Relative energy (zero: lowest compared OMol25 entry of this formula, charge and spin) = 688.76 kJ/mol
E = -101179.803 eV
Gap between HOMO and LUMO (spin up / spin down) = 3.123 / 3.358 eV
Net charge = 0

XYZ file:
```
82
C23H45AlCl3N2O6PSi (ωB97M-V/def2-TZVPD)
Cl 0.47987 -2.46789 -0.87620
Cl -0.63766 -2.16546 2.45519
Cl 2.30748 -0.74915 1.22922
P -0.57458 -1.24087 4.19100
Si 0.63066 -4.50946 -0.06224
Al 0.47024 -0.33384 0.19677
O -0.94953 0.24010 3.98500
O 0.74783 0.01687 -1.55538
O -1.61996 -1.94251 5.09178
O -1.39191 -0.50859 0.08394
O 0.15667 1.32293 1.00508
O 0.84080 -1.40231 4.78347
N 0.50001 3.36108 1.89634
N -2.59868 0.10083 -1.75467
C -3.39365 1.11157 -2.44247
C 0.22358 0.62291 -6.04777
C 1.26378 0.35324 -3.78835
C -0.04735 2.72079 -2.04472
C 1.21058 -5.54766 -1.49952
C -0.92945 3.63890 1.79330
C 1.77656 -1.01530 -4.09316
C 1.41096 4.45063 2.23103
C 0.72875 4.90584 -1.37646
C 1.95336 -0.45559 4.64543
C -1.59699 -3.40467 5.28749
C -2.40119 -1.18433 -2.42673
C -2.18886 0.92199 4.37748
C 1.54203 0.81288 -2.36928
C 1.26478 2.26774 -2.05096
C -1.13145 -4.90632 0.41118
C 2.04151 4.43194 -1.35035
C 1.86726 -4.43048 1.32350
C 2.31611 3.10798 -1.69084
C 0.53841 1.07332 -4.65921
C -0.32211 4.04762 -1.71379
C -2.12038 0.33969 -0.53846
C 0.96780 2.21569 1.43257
H 2.05465 2.05548 1.44032
H 2.77634 -1.15742 -3.65960
H 2.36591 4.00503 2.53509
H 0.17310 2.07001 -4.39757
H -0.21759 -0.38358 -6.08068
H 2.73950 -0.94794 4.07391
H -1.49783 2.85815 2.30955
H 2.31981 -3.43270 1.41209
H -1.10806 4.60436 2.27180
H -1.24860 3.69109 0.74428
H -2.60193 0.47090 5.28959
H 0.45315 -5.58464 -2.29468
H -3.29322 -1.38773 -3.02980
H 2.29581 -0.21754 5.65840
H 1.41915 -4.70028 2.28955
H 1.84589 -1.17881 -5.17626
H 1.63646 0.46293 4.13411
H -2.25080 -1.98296 -1.69447
H -2.34417 -3.85777 4.62574
H 2.13384 -5.14183 -1.93549
H 3.32366 2.69079 -1.68157
H -0.49444 1.31675 -6.49675
H -1.25424 -5.03597 1.49428
H -1.52931 -1.13536 -3.09749
H 1.12160 -1.79555 -3.67141
H -1.43772 -5.85002 -0.06459
H -1.35987 4.39288 -1.73663
H -1.91065 1.96482 4.57487
H -2.38136 1.30683 -0.08344
H -1.82764 -4.12610 0.07204
H 2.86848 5.08769 -1.06935
H 0.98434 5.03857 3.05140
H 1.41486 -6.57922 -1.18596
H 1.11748 0.61605 -6.68808
H 1.58977 5.10977 1.36638
H -0.60467 -3.83153 5.08478
H -3.69059 1.88061 -1.72054
H -1.86369 -3.56841 6.33292
H -0.84070 2.00639 -2.31089
H -2.90925 0.85982 3.54895
H -2.81122 1.58661 -3.24540
H 2.60034 0.58161 -2.18293
H 0.51565 5.95208 -1.13839
H 2.67371 -5.15514 1.13285
H -4.28127 0.64113 -2.88017
```

Here are the Mulliken charges for atoms 1 to 8, given in e:
1 Cl 0.100
2 Cl -0.006
3 Cl -0.503
4 P -0.999
5 Si 0.359
6 Al -1.181
7 O 0.426
8 O 0.747

***

# C23H45As4IN2OTi

A molecular structure, C23H45As4IN2OTi (ωB97M-V/def2-TZVPD, the Open Molecules 2025 dataset).

Values from the calculation:
Relative energy (zero: lowest compared OMol25 entry of this formula, charge and spin) = 18.41 kJ/mol
E = -304139.731 eV
Gap between HOMO and LUMO = 4.015 eV
Net charge = +4

XYZ file:
```
77
C23H45As4IN2OTi (ωB97M-V/def2-TZVPD)
I 3.81693 -5.49782 -0.83007
As 0.10947 2.92240 4.45286
As 1.43470 0.34601 1.07743
As -1.42000 -2.24036 -3.49639
As -1.34715 1.27212 -0.43146
Ti 0.67636 -0.09035 -1.58196
O -0.62342 -1.01099 -2.51248
N 0.65538 -2.79243 -0.10831
N 1.36522 -2.00502 -0.95256
C -1.99856 0.05156 3.67279
C -2.90740 0.95911 -1.53229
C -1.96898 0.53855 1.27526
C -1.13978 0.67536 2.56215
C 1.26376 -3.97894 0.08878
C 1.03547 1.40881 5.30430
C 2.90058 0.23221 -2.76186
C -1.39557 3.02968 5.68534
C 0.93847 1.12352 -3.85635
C -0.85795 2.15831 2.84071
C 2.17050 2.08610 1.52010
C -0.18836 -3.68878 -3.62957
C -1.78574 -1.42591 -5.17854
C -1.26905 3.20722 -0.38021
C 0.84859 2.12090 -2.87720
C 2.42231 -3.98854 -0.66496
C 2.92471 -0.82722 1.46717
C 1.96086 0.17813 -3.79717
C 1.79829 2.18295 -1.85168
C 0.15145 -0.14285 2.45683
C 2.82677 1.23974 -1.79325
C 2.43951 -2.74206 -1.28968
C -3.02883 -2.78523 -2.63435
H -3.72334 1.56834 -1.14083
H 0.20181 1.08041 -4.64817
H -0.86175 -1.26132 -5.73026
H -2.20024 -0.51243 1.06004
H -3.18637 -0.08992 -1.47201
H 3.30471 -0.55899 2.45428
H 0.04267 -4.05535 -2.63062
H 3.18816 -2.37268 -1.96829
H 0.05109 2.85135 -2.92279
H -0.32327 2.58676 1.98978
H -3.40301 -3.64177 -3.20134
H -0.19245 -2.46755 0.33248
H -1.81644 2.68587 2.87671
H -2.04815 3.55607 0.29820
H -0.65503 -4.49010 -4.20595
H -0.31459 3.58745 -0.02616
H 3.72457 -0.69789 0.73988
H 2.23682 2.13761 2.60905
H -2.33104 -0.49641 -5.02060
H 2.60430 -1.86625 1.48488
H 0.72185 -0.06681 3.38397
H -2.93120 1.04341 1.40715
H -0.06635 -1.20510 2.30414
H -2.13995 3.71631 5.28449
H 3.57193 1.28817 -1.00920
H 2.02730 -0.60270 -4.54493
H 1.55292 2.91823 1.19243
H 1.93178 1.10208 4.76137
H 3.70844 -0.48575 -2.72324
H -1.85063 2.06469 5.89596
H -2.25758 -0.98668 3.45404
H -1.47113 0.07332 4.62176
H 0.41297 0.54400 5.52478
H -2.71335 1.24725 -2.56391
H -2.41779 -2.10931 -5.75080
H 0.71633 -3.36207 -4.13938
H -2.92456 0.61446 3.79668
H -1.48997 3.58462 -1.37834
H 1.38492 1.80331 6.25973
H -1.02132 3.45278 6.61688
H 1.73021 2.95255 -1.09450
H -3.77248 -1.99104 -2.66373
H 0.83736 -4.72703 0.74119
H 3.17819 2.17126 1.11386
H -2.82487 -3.09931 -1.61204
```

Here are the Mulliken charges for atoms 1 to 8, given in e:
1 I 0.341
2 As 0.448
3 As 0.728
4 As 0.581
5 As 1.093
6 Ti -0.349
7 O -0.590
8 N 0.033